Formula: C23H43FN2O4
Source: OMol25
Level of theory: wB97M-V/def2-TZVPD

Bonds (Å) are listed after each position.
Cartesian coordinates (Å):
1 C -4.27 1.34 5.34  C2 1.486, H21 1.079, H22 1.078, H23 1.077
2 C -3.91 0.15 4.53  C1 1.486, O3 1.210, O4 1.352
3 O -3.73 -0.94 5.03  C2 1.210
4 O -3.78 0.36 3.20  C2 1.352, C5 1.430
5 C -2.81 -0.49 2.59  O4 1.430, C6 1.538, H24 1.080, H25 1.080
6 C -2.32 0.11 1.26  C5 1.538, C7 1.556, C11 1.533, C20 1.531
7 C -2.89 -0.75 0.10  C6 1.556, C8 1.501, H26 1.083, H27 1.077
8 C -4.17 -0.28 -0.52  C7 1.501, O9 1.229, F10 1.339
9 O -4.38 -0.26 -1.73  C8 1.229
10 F -5.12 0.13 0.34  C8 1.339
11 C -0.79 0.01 1.12  C6 1.533, C12 1.541, H28 1.084, H29 1.088
12 C 0.04 0.98 1.98  C11 1.541, C13 1.542, C14 1.531, N15 1.474
13 C 0.71 0.17 3.10  C12 1.542, H30 1.084, H31 1.076, H32 1.077
14 C 1.18 1.57 1.13  C12 1.531, H33 1.084, H34 1.080, H35 1.079
15 N -0.79 2.01 2.62  C12 1.474, O16 1.276, C17 1.476
16 O -1.22 1.69 3.78  N15 1.276
17 C -1.82 2.63 1.76  N15 1.476, C18 1.537, C19 1.526, C20 1.551
18 C -2.72 3.48 2.67  C17 1.537, H36 1.083, H37 1.079, H38 1.075
19 C -1.22 3.58 0.73  C17 1.526, H39 1.076, H40 1.081, H41 1.087
20 C -2.72 1.58 1.06  C6 1.531, C17 1.551, H42 1.074, H43 1.088
21 H -4.77 2.11 4.76  C1 1.079
22 H -3.39 1.74 5.81  C1 1.078
23 H -4.93 1.01 6.12  C1 1.077
24 H -3.25 -1.47 2.46  C5 1.080
25 H -1.99 -0.60 3.28  C5 1.080
26 H -3.02 -1.78 0.41  C7 1.083
27 H -2.17 -0.76 -0.71  C7 1.077
28 H -0.47 -1.01 1.25  C11 1.084
29 H -0.59 0.25 0.08  C11 1.088
30 H 1.54 -0.38 2.66  C13 1.084
31 H 0.04 -0.55 3.55  C13 1.076
32 H 1.14 0.82 3.84  C13 1.077
33 H 1.61 2.42 1.64  C14 1.084
34 H 0.83 1.88 0.16  C14 1.080
35 H 1.96 0.83 1.02  C14 1.079
36 H -2.10 4.03 3.36  C18 1.083
37 H -3.25 4.21 2.07  C18 1.079
38 H -3.38 2.87 3.26  C18 1.075
39 H -1.96 4.28 0.37  C19 1.076
40 H -0.37 4.12 1.14  C19 1.081
41 H -0.86 3.02 -0.13  C19 1.087
42 H -3.74 1.77 1.31  C20 1.074
43 H -2.64 1.76 -0.01  C20 1.088
44 C -0.10 -1.02 -4.28  C45 1.530, H54 1.091, H55 1.088, H56 1.091
45 C 0.17 -1.69 -2.93  C44 1.530, C46 1.524, H57 1.091, H58 1.092
46 C 1.33 -1.19 -2.09  C45 1.524, N47 1.516, H59 1.090, H60 1.090
47 N 2.73 -1.30 -2.67  C46 1.516, C48 1.505, C52 1.517, C53 1.491
48 C 2.91 -2.65 -3.32  N47 1.505, C49 1.519, H61 1.090, H62 1.087
49 C 4.35 -2.92 -3.71  C48 1.519, C50 1.524, H63 1.090, H64 1.092
50 C 5.29 -2.80 -2.52  C49 1.524, C51 1.523, H65 1.089, H66 1.094
51 C 5.13 -1.42 -1.89  C50 1.523, C52 1.517, H67 1.092, H68 1.090
52 C 3.69 -1.16 -1.51  N47 1.517, C51 1.517, H69 1.089, H70 1.089
53 C 2.97 -0.18 -3.63  N47 1.491, H71 1.086, H72 1.083, H73 1.084
54 H 0.60 -1.34 -5.05  C44 1.091
55 H -1.09 -1.29 -4.64  C44 1.088
56 H -0.07 0.07 -4.20  C44 1.091
57 H 0.24 -2.77 -3.07  C45 1.091
58 H -0.72 -1.55 -2.31  C45 1.092
59 H 1.35 -1.78 -1.17  C46 1.090
60 H 1.20 -0.15 -1.82  C46 1.090
61 H 2.56 -3.39 -2.60  C48 1.090
62 H 2.27 -2.67 -4.20  C48 1.087
63 H 4.41 -3.93 -4.12  C49 1.090
64 H 4.67 -2.25 -4.52  C49 1.092
65 H 6.32 -2.96 -2.82  C50 1.089
66 H 5.05 -3.57 -1.78  C50 1.094
67 H 5.51 -0.65 -2.56  C51 1.092
68 H 5.75 -1.34 -0.99  C51 1.090
69 H 3.55 -0.15 -1.11  C52 1.089
70 H 3.37 -1.88 -0.75  C52 1.089
71 H 2.78 0.75 -3.11  C53 1.086
72 H 2.31 -0.29 -4.48  C53 1.083
73 H 4.00 -0.21 -3.97  C53 1.084

multiplicity = 2
LUMO energy (spin up / spin down) = -2.517 / -2.517 eV
HOMO level (spin up / spin down) = -0.3930 / -0.4347 hartree
total charge = +1